# 1
Computed, not measured: a molecular structure, C28H32N6O3RuS2 in a non-equilibrium geometry, with wB97M-V/def2-TZVPD.

## Properties
**HOMO energy (spin up / spin down)**: -0.3822 / -0.3827 Eh
**Charge**: +1
**Relative energy (zero: lowest compared OMol25 entry of this formula, charge and spin)**: 1.338 eV
**F_max**: 1.39 eV/A
**M**: 665.81 g mol⁻¹
**Multiplicity**: 2
**Frontier orbital gap (spin up / spin down)**: 7.234 / 6.784 eV

The geometry in XYZ format:
```
72
C28H32N6O3RuS2 | OMol25 | wB97M-V/def2-TZVPD
Ru 0.475 0.191 0.199
N 1.418 -0.304 7.441
C 1.597 -0.672 6.126
C 0.947 -1.803 5.610
C 1.084 -2.141 4.282
C 1.865 -1.349 3.444
C 2.533 -0.239 3.941
C 2.402 0.094 5.277
S 2.050 -1.823 1.786
O 2.652 -0.696 1.036
O 2.694 -3.096 1.744
N 0.536 -1.844 1.210
C 0.237 -2.755 0.174
N 0.446 -4.064 0.302
C 0.097 -4.806 -0.741
C -0.483 -4.281 -1.890
C -0.663 -2.916 -1.904
N -0.298 -2.149 -0.880
H 0.986 -0.949 8.077
H 2.031 0.378 7.847
H 0.344 -2.418 6.269
H 0.600 -3.029 3.887
H 3.163 0.347 3.281
H 2.926 0.956 5.676
H 0.289 -5.871 -0.650
H -0.782 -4.905 -2.720
H -1.105 -2.409 -2.758
C -1.334 0.934 4.088
C -0.798 2.159 4.427
C 0.184 2.711 3.618
C 0.595 2.032 2.482
N 0.035 0.870 2.133
C -0.890 0.321 2.929
C 1.638 2.491 1.542
C 2.517 3.524 1.823
C 3.523 3.834 0.920
C 3.646 3.099 -0.252
C 2.767 2.067 -0.536
C 1.739 1.762 0.355
H -2.079 0.450 4.704
H -1.138 2.680 5.314
H 0.630 3.667 3.856
H -1.253 -0.649 2.616
H 2.447 4.071 2.756
H 4.221 4.631 1.137
H 4.443 3.325 -0.950
H 2.910 1.495 -1.443
C -6.013 0.722 1.117
C -5.286 0.192 -0.115
C -4.128 1.082 -0.557
S -2.797 1.053 0.660
O -1.648 0.372 -0.107
C -2.407 2.819 0.830
C -1.389 3.342 -0.173
C -1.924 3.494 -1.592
H -6.804 0.040 1.427
H -6.473 1.692 0.912
H -5.335 0.842 1.967
H -5.988 0.123 -0.948
H -4.914 -0.819 0.069
H -4.453 2.112 -0.701
H -3.650 0.718 -1.468
H -2.042 2.916 1.853
H -3.363 3.341 0.755
H -0.526 2.682 -0.186
H -1.028 4.302 0.204
H -2.146 2.521 -2.036
H -1.186 3.985 -2.228
H -2.833 4.099 -1.613
N 0.828 0.249 -2.928
C 0.767 0.169 -1.778
H 0.936 0.252 -3.921
```

=====

# 2
Computed, not measured: a molecular structure, C28H32N8O6S2Sc in a non-equilibrium geometry, with wB97M-V/def2-TZVPD.

## Properties
**HOMO energy**: -0.3171 Eh
**Charge**: +1
**F_max**: 15.96 eV/A
**M**: 685.70 g mol⁻¹
**Frontier orbital gap**: 4.357 eV

The geometry in XYZ format:
```
77
C28H32N8O6S2Sc | OMol25 | wB97M-V/def2-TZVPD
Sc 0.227 0.264 -0.013
O -3.097 -2.364 1.505
C -2.275 -1.349 1.671
O -1.398 -0.862 0.964
C -2.140 -0.481 2.737
C -2.794 -0.385 3.944
C -2.364 0.644 4.768
C -1.331 1.485 4.331
C -0.769 1.252 3.071
N -1.136 0.271 2.217
C 0.300 2.017 2.464
O 0.862 3.060 3.095
O 0.603 1.604 1.360
H -2.868 -2.712 0.617
H -3.586 -1.069 4.220
H -2.823 0.797 5.741
H -0.998 2.287 4.977
H 0.515 3.274 3.976
O -3.143 2.956 0.858
C -3.585 3.223 -0.414
C -4.686 4.072 -0.527
C -5.191 4.389 -1.788
C -4.593 3.856 -2.929
C -3.488 3.005 -2.811
C -2.962 2.671 -1.551
C -1.773 1.754 -1.516
O -1.371 1.468 -0.378
N -1.222 1.305 -2.588
N -0.205 0.536 -2.038
C 0.527 -0.095 -2.888
S 0.376 -0.084 -4.644
C 1.959 -0.885 -4.968
C 2.167 -1.918 -3.883
S 1.852 -1.105 -2.304
H -2.374 2.337 0.688
H -5.140 4.479 0.370
H -6.048 5.049 -1.878
H -4.980 4.097 -3.914
H -3.029 2.595 -3.707
H 2.756 -0.133 -4.960
H 1.948 -1.352 -5.957
H 3.188 -2.311 -3.905
H 1.480 -2.764 -4.000
C 0.262 -6.274 1.544
C 1.548 -5.613 2.042
C 1.260 -4.729 3.257
C 2.293 -4.856 0.928
N 1.581 -3.748 0.345
C 1.652 -2.430 0.664
N 0.876 -1.762 -0.158
N 0.336 -2.699 -1.008
N 0.774 -3.916 -0.714
H -0.167 -6.914 2.323
H 0.459 -6.902 0.669
H -0.497 -5.533 1.272
H 2.216 -6.417 2.378
H 0.534 -3.944 3.024
H 2.177 -4.254 3.619
H 0.849 -5.327 4.077
H 2.551 -5.544 0.113
H 3.240 -4.462 1.317
H 2.251 -2.025 1.465
N 2.216 1.041 -0.025
C 2.420 2.203 -0.787
C 3.699 2.565 -1.217
C 3.910 3.786 -1.863
C 2.848 4.669 -2.051
C 1.580 4.338 -1.577
C 1.376 3.119 -0.928
H 2.916 0.314 -0.232
H 2.459 1.205 0.963
H 4.543 1.899 -1.061
H 4.904 4.051 -2.212
H 3.010 5.618 -2.555
H 0.751 5.027 -1.707
H 0.388 2.871 -0.548
H 1.398 -0.231 -1.372
```

=====

# 3
Computed, not measured: a molecular structure, C28H33AsGeNO2PdSSe, with wB97M-V/def2-TZVPD.

## Properties
**HOMO energy (spin up / spin down)**: -0.4108 / -0.5064 Eh
**Charge**: +2
**Relative energy (zero: lowest compared OMol25 entry of this formula, charge and spin)**: 0.000 eV
**F_max**: 0.19 eV/A
**M**: 780.56 g mol⁻¹
**Multiplicity**: 6
**Frontier orbital gap (spin up / spin down)**: 6.373 / 5.280 eV

The geometry in XYZ format:
```
69
C28H33AsGeNO2PdSSe | OMol25 | wB97M-V/def2-TZVPD
Pd 0.196 -0.162 -0.450
O -0.936 0.218 1.354
N -1.893 -0.626 1.588
C -2.821 -0.276 2.594
C -3.448 -1.239 3.281
C -3.209 -2.647 3.017
C -2.325 -2.988 2.019
C -1.649 -2.035 1.273
S -0.628 -2.343 -0.058
H -2.960 0.786 2.726
H -4.162 -0.945 4.038
H -3.743 -3.398 3.577
H -2.158 -4.025 1.754
O 1.502 0.775 -1.696
As 0.587 1.711 -2.798
C -1.173 1.503 -2.053
C -1.788 2.525 -1.327
C -3.018 2.291 -0.739
C -3.633 1.045 -0.863
C -3.027 0.027 -1.577
C -1.790 0.248 -2.182
C 0.649 0.958 -4.533
C -0.425 1.144 -5.401
C -0.343 0.631 -6.686
C 0.794 -0.058 -7.086
C 1.856 -0.243 -6.210
C 1.792 0.267 -4.922
C 1.143 3.521 -2.753
C 1.705 4.029 -1.585
C 2.084 5.362 -1.550
C 1.897 6.167 -2.666
C 1.339 5.649 -3.828
C 0.960 4.316 -3.880
H -1.312 3.494 -1.240
H -3.512 3.083 -0.193
H -4.601 0.879 -0.409
H -3.512 -0.934 -1.686
H -1.349 -0.519 -2.812
H -1.316 1.672 -5.082
H -1.168 0.766 -7.373
H 0.853 -0.456 -8.090
H 2.736 -0.785 -6.531
H 2.613 0.124 -4.231
H 1.864 3.386 -0.729
H 2.532 5.772 -0.655
H 2.197 7.205 -2.633
H 1.208 6.279 -4.697
H 0.545 3.904 -4.792
C -0.128 -2.582 5.061
Ge 1.398 -3.571 4.378
C 1.021 -4.620 2.794
C 2.413 -4.494 5.744
C 2.796 -2.131 3.754
Se 2.077 -0.937 2.523
C 1.402 0.422 3.712
H -0.846 -3.299 5.460
H -0.632 -2.016 4.276
H 0.160 -1.917 5.875
H 0.299 -5.398 3.041
H 1.928 -5.103 2.431
H 0.604 -4.002 1.998
H 1.801 -5.303 6.146
H 2.675 -3.825 6.561
H 3.321 -4.928 5.328
H 3.588 -2.707 3.277
H 3.128 -1.622 4.656
H 0.779 -0.059 4.462
H 0.814 1.111 3.113
H 2.250 0.921 4.179
```

=====

# 4
Computed, not measured: a molecular structure, C28H33BGaN5O2P2, with wB97M-V/def2-TZVPD.

## Properties
**HOMO energy**: -0.5298 Eh
**Charge**: +2
**Relative energy (zero: lowest compared OMol25 entry of this formula, charge and spin)**: 0.000 eV
**F_max**: 0.43 eV/A
**M**: 614.09 g mol⁻¹
**Frontier orbital gap**: 8.550 eV

The geometry in XYZ format:
```
72
C28H33BGaN5O2P2 | OMol25 | wB97M-V/def2-TZVPD
Ga -0.884 -0.036 0.619
B -4.310 0.291 0.711
N -3.571 -1.086 0.903
C -4.258 -2.218 1.052
C -3.378 -3.271 1.269
C -2.128 -2.688 1.246
N -2.253 -1.363 1.033
N -3.350 1.518 0.515
C -3.796 2.766 0.375
C -2.718 3.622 0.185
C -1.608 2.804 0.228
N -2.003 1.532 0.431
H -4.989 0.195 -0.273
H -4.951 0.495 1.705
H -5.335 -2.214 1.008
H -3.625 -4.305 1.430
H -1.156 -3.131 1.382
H -4.851 2.979 0.423
H -2.751 4.687 0.036
H -0.558 3.036 0.130
O -1.922 0.556 3.426
N -0.716 0.349 2.798
C 0.237 0.400 3.640
C 1.663 0.238 3.386
C 2.459 0.184 4.534
C 3.831 0.024 4.461
C 4.444 -0.083 3.223
C 3.675 -0.023 2.071
C 2.293 0.137 2.133
P 1.468 0.217 0.518
C 1.973 1.750 -0.283
C 1.613 1.934 -1.621
C 2.007 3.082 -2.285
C 2.747 4.051 -1.618
C 3.080 3.880 -0.282
C 2.695 2.731 0.393
C 2.140 -1.172 -0.422
C 3.114 -1.032 -1.403
C 3.622 -2.164 -2.025
C 3.166 -3.425 -1.670
C 2.192 -3.566 -0.688
C 1.679 -2.441 -0.069
H -2.620 0.489 2.766
H -0.047 0.574 4.676
H 1.983 0.269 5.503
H 4.419 -0.016 5.367
H 5.515 -0.211 3.149
H 4.158 -0.104 1.105
H 1.030 1.172 -2.127
H 1.743 3.223 -3.325
H 3.062 4.944 -2.141
H 3.644 4.641 0.239
H 2.954 2.603 1.436
H 3.478 -0.050 -1.680
H 4.384 -2.056 -2.786
H 3.576 -4.302 -2.152
H 1.843 -4.550 -0.405
H 0.934 -2.534 0.717
C -2.084 0.646 -3.486
P -1.564 -0.846 -2.627
C -0.417 -1.731 -3.692
C -3.023 -1.853 -2.330
O -0.871 -0.502 -1.306
H -2.574 0.370 -4.422
H -1.221 1.273 -3.705
H -2.786 1.205 -2.867
H -0.939 -2.093 -4.579
H 0.014 -2.577 -3.156
H 0.385 -1.061 -4.003
H -3.465 -2.170 -3.275
H -3.751 -1.261 -1.773
H -2.748 -2.732 -1.745
```